Here is one molecule with the formula C10H8Si at a distorted geometry from the Open Molecules 2025 dataset. Energies are from the ωB97M-V functional and the def2-TZVPD basis.

Last column: natural (NBO) charge in e.
Element x y z (Å)
C -1.24815 1.66173 2.10348  -0.11
C 2.44881 -1.53500 -1.05165  -0.20
C 0.05318 1.58532 1.70920  -0.34
C 2.40609 -0.47730 -0.21036  -0.22
C -2.29051 1.03579 1.31020  -0.34
C 1.13783 -1.74745 -1.63014  -0.22
C 0.38923 0.84446 0.59690  0.23
C 1.04186 0.01686 -0.19913  -0.17
C -2.03967 0.40501 0.18239  -0.33
C 0.29024 -0.79798 -1.17655  -0.41
Si -1.54706 -0.43248 -1.37045  1.11
H -1.52434 2.15509 3.02729  0.21
H 3.30460 -2.15032 -1.26115  0.21
H 0.81496 2.11290 2.27119  0.24
H 3.20470 -0.06739 0.37806  0.22
H -3.29912 1.13217 1.70600  0.22
H 0.90393 -2.55446 -2.30100  0.22
H -2.25904 -1.69518 -1.61211  -0.17
H -1.78754 0.50824 -2.47217  -0.16

Calculated values
LUMO level (alpha / beta) = -0.94 / -0.92 eV
Multiplicity = 1
Orbital gap (alpha / beta) = 7.029 / 6.998 eV